# 1
Molecular formula: C21H18N6OS2
Method: DFT, ωB97M-V/def2-TZVPD

## Properties
- charge = 0
- highest occupied orbital energy (eV) = -7.98
- SMILES = Cc1cccc(Nc2nnc(SC/C(O)=C(\C#N)c3nc4ccccc4[nH]3)s2)c1C
- gap between HOMO and LUMO (eV) = 7.97
- LUMO (eV) = -0.016
- electronic energy (Eh) = -2011.21646

Geometry as XYZ:
```
48
Properties=species:S:1:pos:R:3:forces:R:3:mulliken_charge:R:1
C 6.898 -1.500 -1.836 -0.1 0.0 0.0 -1.6573
C 5.582 -1.829 -1.191 -0.1 0.0 0.1 1.1054
C 5.578 -2.353 0.097 0.0 0.0 0.1 -0.9252
C 4.394 -2.672 0.733 0.1 0.1 -0.1 -0.8279
C 3.188 -2.474 0.093 -0.1 0.0 0.1 -0.7964
C 3.175 -1.952 -1.195 0.4 -0.1 0.3 0.5302
N 1.973 -1.741 -1.878 0.5 0.3 -0.6 -0.0076
C 0.719 -1.998 -1.477 -1.3 0.2 -0.6 0.2987
N 0.322 -2.490 -0.347 1.9 0.0 0.1 0.1635
N -0.987 -2.615 -0.240 -1.7 -0.2 0.4 -1.0225
C -1.652 -2.237 -1.265 0.3 0.4 -0.9 0.6517
S -3.376 -2.384 -1.404 -0.4 0.2 -0.2 -0.0989
C -3.768 -0.687 -2.028 0.4 -0.5 0.2 -1.1084
C -3.445 0.290 -0.954 0.0 0.2 0.2 1.0112
O -2.190 0.697 -0.919 -0.4 -0.2 -0.1 -0.6247
C -4.374 0.686 -0.028 0.7 0.2 -0.1 0.1056
C -5.711 0.260 -0.080 -0.2 -0.1 -0.1 -0.3719
N -6.819 -0.043 -0.087 -0.5 -0.1 0.0 -0.5663
C -3.993 1.581 1.040 0.1 0.1 0.1 0.3594
N -2.776 2.062 1.176 0.0 -0.4 -0.4 -0.5008
C -2.806 2.858 2.290 -0.5 0.2 0.6 0.4063
C -1.802 3.609 2.892 -0.1 -0.1 0.0 -0.7874
C -2.135 4.325 4.022 0.1 0.1 0.1 -0.4780
C -3.427 4.306 4.552 -0.1 0.0 0.1 -0.4227
C -4.438 3.566 3.970 -0.1 0.0 0.0 -0.9861
C -4.112 2.844 2.835 0.8 0.3 0.1 0.5794
N -4.841 2.022 2.012 0.0 -0.2 -0.3 -0.0863
S -0.619 -1.640 -2.587 0.1 -0.5 0.9 -0.3027
C 4.371 -1.622 -1.852 -0.1 0.0 0.0 0.7357
C 4.322 -1.057 -3.247 0.0 -0.1 0.2 -1.6764
H 6.958 -0.441 -2.085 0.1 0.1 -0.1 0.3644
H 7.714 -1.734 -1.158 0.1 0.0 0.0 0.3893
H 7.040 -2.077 -2.749 0.1 0.0 -0.1 0.3642
H 6.518 -2.512 0.604 0.1 0.0 0.0 0.3193
H 4.408 -3.078 1.733 0.0 0.0 0.1 0.3926
H 2.254 -2.718 0.571 0.0 0.0 0.0 0.6161
H 2.060 -1.349 -2.803 0.0 -0.1 0.2 0.2218
H -4.829 -0.710 -2.264 0.0 0.1 0.0 0.5765
H -3.166 -0.513 -2.919 -0.2 0.1 0.0 0.4295
H -2.068 1.303 -0.121 -0.1 0.0 0.0 0.6293
H -0.805 3.622 2.482 0.1 0.0 0.0 0.4303
H -1.380 4.919 4.514 0.1 0.0 0.0 0.3765
H -3.639 4.883 5.439 0.0 0.0 0.1 0.3815
H -5.437 3.550 4.379 -0.1 0.0 0.1 0.3849
H -5.813 1.773 2.103 0.0 0.0 0.0 0.2773
H 5.318 -0.853 -3.623 0.0 0.0 -0.1 0.4107
H 3.850 -1.761 -3.934 0.0 0.0 -0.1 0.3647
H 3.764 -0.119 -3.267 0.0 0.1 -0.1 0.3714
```
Positions in Å, forces in eV/Å.

=====

# 2
Molecular formula: C21H19ClN2
Method: DFT, ωB97M-V/def2-TZVPD

## Properties
- charge = 0
- highest occupied orbital energy (eV) = -7.49
- SMILES = C=C(c1ccccc1C)c1ccc(Nc2ccccc2N)cc1Cl
- gap between HOMO and LUMO (eV) = 8.18
- LUMO (eV) = 0.684
- electronic energy (Eh) = -1381.33101

Geometry as XYZ:
```
43
Properties=species:S:1:pos:R:3:forces:R:3:mulliken_charge:R:1
C 2.496 -1.634 2.392 -0.1 1.3 -2.1 -1.5979
C 2.458 -0.768 1.317 -0.2 -1.7 2.5 -0.1889
C 3.634 0.098 1.121 0.7 0.8 -0.6 0.1919
C 4.878 -0.478 0.845 0.4 -0.3 -0.1 -0.1043
C 5.998 0.311 0.560 -1.2 0.5 0.6 -0.8195
C 5.874 1.701 0.614 -0.3 0.0 -0.1 -0.4921
C 4.666 2.302 0.969 -0.1 -1.3 -0.6 -0.9189
C 3.529 1.508 1.183 0.5 0.1 0.0 1.2601
C 2.234 2.187 1.522 -0.3 0.0 0.6 -1.3531
C 1.215 -0.682 0.502 0.9 0.8 -0.4 0.4606
C -0.016 -0.671 1.152 -0.9 -0.8 -1.2 -0.7853
C -1.216 -0.731 0.448 0.4 0.5 -1.1 -0.6166
C -1.221 -0.661 -0.982 0.3 0.2 0.9 0.8572
N -2.366 -0.629 -1.764 0.7 0.3 -0.4 -0.2877
C -3.674 -0.700 -1.311 -1.2 -0.7 0.1 0.0806
C -4.143 -1.808 -0.564 0.4 0.7 -0.2 -0.1115
C -5.494 -1.877 -0.273 0.0 -0.3 0.1 -0.7724
C -6.350 -0.898 -0.735 -0.2 0.3 -0.3 -0.5852
C -5.909 0.179 -1.488 -0.5 -0.3 0.2 -0.6656
C -4.571 0.293 -1.796 0.5 -0.4 0.7 0.6971
N -4.114 1.354 -2.559 -0.6 0.2 -0.6 -0.5158
C 0.012 -0.552 -1.619 1.3 0.2 0.2 -0.5801
C 1.223 -0.536 -0.904 -1.1 -0.5 0.6 0.1972
Cl 2.713 -0.457 -1.812 -0.4 0.0 0.1 -0.1918
H 1.650 -2.263 2.616 -0.1 -0.2 0.0 0.3777
H 3.396 -1.748 2.981 -0.1 0.2 0.1 0.3658
H 4.976 -1.581 0.808 -0.2 0.8 0.0 0.3638
H 6.923 -0.158 0.320 0.6 -0.2 -0.2 0.4404
H 6.683 2.355 0.326 0.3 -0.1 0.1 0.3748
H 4.573 3.374 0.949 0.0 0.2 0.2 0.3812
H 1.800 1.657 2.388 -0.2 0.3 -0.4 0.2803
H 2.382 3.233 1.832 0.1 -0.4 -0.2 0.4542
H 1.524 2.187 0.687 0.0 -0.2 0.2 0.2391
H -0.080 -0.744 2.219 0.2 0.2 0.4 0.4790
H -2.132 -0.728 1.004 -0.4 -0.1 0.0 0.4868
H -2.298 -0.339 -2.742 0.4 -0.2 0.6 0.3357
H -3.462 -2.600 -0.203 -0.3 0.7 -0.4 0.4600
H -5.902 -2.730 0.254 0.1 0.1 0.1 0.3645
H -7.399 -0.975 -0.541 -0.5 -0.1 0.2 0.3793
H -6.610 0.931 -1.847 0.1 -0.1 0.1 0.2513
H -4.805 2.080 -2.797 0.9 -0.7 0.4 0.2276
H -3.172 1.639 -2.380 0.1 0.4 0.0 0.1998
H 0.099 -0.445 -2.693 -0.3 -0.1 -0.1 0.3808
```
Positions in Å, forces in eV/Å.

=====

# 3
Molecular formula: C21H19ClN6O3S2
Method: DFT, ωB97M-V/def2-TZVPD

## Properties
- charge = 0
- highest occupied orbital energy (eV) = -8.62
- SMILES = CCc1nnc(NS(=O)(=O)c2ccc(/N=C/c3c(C)[nH]n(-c4cccc(Cl)c4)c3=O)cc2)s1
- gap between HOMO and LUMO (eV) = 8.32
- LUMO (eV) = -0.294
- electronic energy (Eh) = -2622.43494

Geometry as XYZ:
```
52
Properties=species:S:1:pos:R:3:forces:R:3:mulliken_charge:R:1
C -5.901 4.970 -1.417 0.1 -0.1 -0.1 -1.3061
C -5.402 3.550 -1.653 0.0 0.2 -0.2 -0.1456
C -5.608 2.691 -0.461 0.4 -1.0 -0.2 0.1662
N -6.152 3.058 0.634 -0.1 1.2 -0.7 -0.0950
N -6.235 2.113 1.566 -0.2 -1.1 1.4 -0.7812
C -5.745 0.981 1.190 0.4 0.5 -1.5 0.5246
N -5.661 -0.132 1.959 0.1 -1.3 0.2 -0.2001
S -5.485 -1.683 1.272 -0.3 0.5 0.6 1.4003
O -6.293 -1.769 0.095 0.4 0.1 -0.2 -0.5948
O -5.741 -2.571 2.362 0.2 0.1 0.2 -0.7243
C -3.763 -1.678 0.845 -0.6 -0.1 0.0 0.0053
C -2.834 -1.541 1.860 0.0 0.1 0.1 -0.9320
C -1.491 -1.513 1.546 0.0 0.0 -0.1 -0.2163
C -1.075 -1.633 0.212 -0.8 0.1 0.3 -0.0062
N 0.250 -1.711 -0.129 0.9 -0.2 -0.3 -0.3512
C 1.147 -0.920 0.310 -0.6 0.1 0.0 -0.7625
C 2.532 -1.092 0.008 0.7 -0.3 -0.2 0.0531
C 3.151 -2.082 -0.726 0.0 0.5 0.2 0.6600
C 2.569 -3.273 -1.382 0.0 -0.1 -0.1 -1.2827
N 4.467 -1.801 -0.800 0.0 -0.1 -0.3 -0.4122
N 4.755 -0.682 -0.046 -0.3 -0.1 0.2 0.2776
C 6.035 -0.132 -0.008 0.5 0.2 -0.1 0.8676
C 6.989 -0.472 -0.967 -0.2 -0.1 0.0 -0.6619
C 8.259 0.072 -0.897 0.0 0.0 0.1 -0.5413
C 8.597 0.959 0.109 0.0 0.1 0.0 -0.5668
C 7.637 1.301 1.050 -0.1 -0.3 -0.3 0.1466
Cl 8.037 2.410 2.307 0.0 0.1 0.2 -0.2097
C 6.363 0.763 1.009 -0.1 0.1 0.1 -0.5815
C 3.554 -0.167 0.471 0.0 -0.4 -0.1 0.5099
O 3.464 0.835 1.145 -0.1 0.4 0.2 -0.7239
C -2.036 -1.795 -0.794 0.1 0.1 0.2 -0.6340
C -3.378 -1.806 -0.477 -0.1 0.0 -0.1 -0.2092
S -5.100 0.987 -0.440 -0.5 1.1 0.3 -0.0818
H -5.372 5.419 -0.581 0.0 0.1 0.1 0.3046
H -5.740 5.575 -2.306 0.0 0.1 -0.1 0.4038
H -6.960 4.961 -1.179 -0.1 0.1 0.0 0.3067
H -5.927 3.100 -2.501 0.1 0.0 0.0 0.2918
H -4.337 3.556 -1.899 0.0 0.0 -0.1 0.2934
H -6.123 -0.082 2.855 -0.1 -0.2 0.1 0.2798
H -3.177 -1.458 2.879 0.1 0.0 0.2 0.3964
H -0.746 -1.417 2.322 0.0 0.0 0.1 0.5169
H 0.921 -0.034 0.912 -0.1 0.0 0.1 0.5694
H 2.806 -4.172 -0.813 0.0 -0.1 0.0 0.3237
H 2.963 -3.391 -2.389 0.0 0.0 -0.1 0.3888
H 1.489 -3.158 -1.411 0.1 -0.1 0.0 0.2675
H 5.203 -2.437 -1.063 -0.1 0.1 0.2 0.3150
H 6.745 -1.135 -1.783 0.0 0.0 -0.1 0.4022
H 8.992 -0.194 -1.643 0.1 0.0 -0.1 0.3748
H 9.586 1.385 0.162 0.1 0.1 0.0 0.4259
H 5.621 1.045 1.737 0.0 0.0 0.1 0.5231
H -1.709 -1.889 -1.818 0.0 -0.1 -0.1 0.4580
H -4.140 -1.915 -1.232 0.0 0.0 -0.2 0.5674
```
Positions in Å, forces in eV/Å.

=====

# 4
Molecular formula: C21H19CuN2O2S5
Method: DFT, ωB97M-V/def2-TZVPD

## Properties
- charge = +1
- ⟨S²⟩ = 0.75
- highest occupied orbital energy (spin up / spin down) (eV) = -10.79 / -10.78
- spin multiplicity = 2
- gap between HOMO and LUMO (spin up / spin down) (eV) = 7.83 / 6.27
- LUMO (spin up / spin down) (eV) = -2.960 / -4.512
- electronic energy (Eh) = -4702.84952

Geometry as XYZ:
```
50
Properties=species:S:1:pos:R:3:forces:R:3:mulliken_charge:R:1
Cu 0.110 0.405 -1.133 0.0 -0.5 0.7 -0.2521
C 0.137 -3.239 -1.695 0.2 -0.2 0.2 -0.6289
C -0.844 -2.375 -2.374 -0.5 -0.6 -0.4 0.4142
N -0.821 -1.082 -2.351 0.4 0.7 0.5 -0.0749
C -1.812 -0.505 -3.095 -0.6 -0.8 -0.5 -0.2408
C -2.638 -1.405 -3.704 0.3 0.2 0.3 -0.3284
S -2.150 -3.006 -3.332 0.4 0.5 0.3 -0.1374
C -1.806 0.940 -3.155 -0.7 0.6 -0.7 0.4079
C -2.527 1.752 -3.979 0.3 0.0 0.4 -0.5112
S -2.097 3.390 -3.728 0.4 -0.5 0.5 -0.1024
C -0.950 2.900 -2.528 -0.5 0.6 -0.5 0.6505
N -0.931 1.612 -2.337 0.4 -0.3 0.2 0.2603
C -0.085 3.885 -1.844 0.2 0.1 0.1 -0.8939
H 0.630 -2.657 -0.917 -0.1 -0.1 0.0 -0.2474
H 0.883 -3.592 -2.408 0.0 0.0 0.0 0.3464
H -0.357 -4.104 -1.262 0.1 -0.1 0.1 0.4277
H -3.488 -1.223 -4.329 -0.2 0.1 -0.1 0.4546
H -3.254 1.467 -4.711 -0.2 -0.1 -0.2 0.4541
H -0.431 4.897 -2.041 0.0 0.0 0.0 0.4807
H 0.941 3.798 -2.208 0.0 0.0 0.0 0.2779
H -0.077 3.709 -0.768 0.0 0.0 0.0 0.0174
O 2.148 0.716 -1.863 -0.3 0.2 0.0 -0.5954
H 2.644 0.144 -1.262 0.0 -0.2 0.0 0.3105
H 2.196 0.326 -2.743 0.2 -0.1 0.0 0.2992
O 0.726 -0.792 0.160 0.0 0.1 -1.2 -0.1509
C 0.584 -0.499 1.502 -0.1 0.4 0.6 4.4598
C 1.832 -0.935 2.234 0.4 0.0 0.2 -1.1674
C 2.567 -2.067 2.011 -0.5 0.4 -0.1 -0.4023
C 3.676 -2.175 2.870 0.3 0.1 0.3 -0.7123
C 3.768 -1.133 3.739 -0.2 0.2 0.0 -0.5725
S 2.514 0.018 3.507 0.1 -0.6 -0.2 -0.0246
C 0.428 1.004 1.683 -0.3 0.0 -0.1 -0.9608
C 1.192 1.967 1.079 -0.2 -0.2 0.0 -0.3685
C 0.909 3.261 1.565 0.0 0.3 0.0 -0.8038
C -0.060 3.261 2.517 -0.1 -0.3 0.1 -0.6740
S -0.658 1.685 2.836 0.3 0.2 -0.4 -0.0344
C -0.641 -1.154 2.111 0.0 -0.4 0.1 -0.8284
C -1.922 -1.083 1.642 0.4 -0.1 0.0 -0.3337
C -2.843 -1.749 2.476 -0.2 -0.1 0.2 -0.8185
C -2.254 -2.307 3.567 0.4 0.0 0.1 -0.5571
S -0.560 -2.033 3.598 -0.4 0.1 -0.5 -0.0465
H 2.310 -2.793 1.262 -0.1 -0.1 -0.2 0.4823
H 4.375 -2.993 2.847 0.1 -0.1 0.0 0.4307
H 4.485 -0.978 4.520 0.2 0.0 0.1 0.4795
H 1.982 1.751 0.383 0.2 -0.1 -0.1 0.4849
H 1.431 4.140 1.239 0.1 0.3 0.0 0.5618
H -0.454 4.097 3.056 -0.1 0.3 0.1 0.4956
H -2.195 -0.582 0.728 0.0 0.1 -0.1 0.3617
H -3.900 -1.796 2.283 -0.2 -0.1 0.0 0.4292
H -2.714 -2.868 4.356 -0.1 -0.1 0.1 0.4815
```
Positions in Å, forces in eV/Å.

=====

# 5
Molecular formula: C21H19N2
Method: DFT, ωB97M-V/def2-TZVPD

## Properties
- charge = +1
- highest occupied orbital energy (eV) = -11.21
- gap between HOMO and LUMO (eV) = 6.03
- LUMO (eV) = -5.189
- electronic energy (Eh) = -920.89928

Geometry as XYZ:
```
42
Properties=species:S:1:pos:R:3:forces:R:3:mulliken_charge:R:1
C 5.580 0.356 -0.394 0.2 0.2 -0.1 -1.3930
C 4.138 0.369 0.001 -0.2 -0.2 0.0 1.0650
C 3.199 -0.386 -0.721 -0.2 0.0 0.0 -0.7800
C 1.866 -0.393 -0.354 0.0 -0.1 0.2 -0.4181
C 1.398 0.354 0.769 0.9 0.1 -0.2 0.6462
C 0.031 0.241 1.120 0.4 -0.4 0.9 -0.6603
C -0.696 1.074 2.004 -0.6 0.9 0.4 1.1229
C -1.930 0.598 2.542 0.5 0.0 -0.1 -0.4191
C -2.543 1.256 3.598 0.0 0.1 0.1 -0.6691
C -1.983 2.433 4.124 0.2 -0.4 -0.4 -0.3221
C -0.853 2.997 3.513 0.1 0.0 -0.2 -0.6983
C -0.245 2.363 2.432 -0.1 -0.3 0.2 -0.4715
C 2.380 1.085 1.517 -0.2 0.0 -0.3 -0.6205
C 3.708 1.097 1.119 -0.3 0.1 0.2 -0.9006
H 6.107 1.219 0.024 -0.1 -0.1 -0.1 0.3756
H 6.090 -0.546 -0.033 -0.2 0.1 0.0 0.2987
H 5.688 0.370 -1.483 0.0 0.0 0.2 0.3779
H 3.538 -0.973 -1.578 -0.2 0.2 0.2 0.4085
H 1.130 -0.964 -0.919 0.2 0.1 0.1 0.3226
H -0.473 -0.663 0.779 0.2 0.5 0.1 0.3844
H -2.355 -0.316 2.122 0.1 0.2 0.2 0.3815
H -3.457 0.850 4.033 0.3 0.1 -0.1 0.4007
H -2.435 2.911 4.995 0.1 -0.1 -0.3 0.4008
H -0.441 3.935 3.889 -0.2 -0.3 -0.2 0.3894
H 0.587 2.839 1.910 -0.3 -0.1 0.3 0.7741
H 2.088 1.610 2.427 0.2 -0.3 -0.3 0.7118
H 4.444 1.670 1.687 -0.3 -0.2 -0.1 0.3613
C -1.993 -3.783 -2.826 0.2 0.4 0.4 -0.7461
C -1.457 -2.974 -1.814 -0.1 -0.2 -0.1 -0.2705
C -1.768 -1.611 -1.814 -0.6 0.5 -0.8 0.2610
C -2.602 -1.094 -2.826 0.2 0.3 0.4 0.5024
C -3.142 -1.878 -3.831 -0.1 -0.7 -0.3 -0.9538
C -2.828 -3.250 -3.823 -0.2 0.9 0.1 -0.3952
N -2.702 0.273 -2.557 -0.2 0.0 -0.3 -0.0343
C -1.959 0.542 -1.444 -0.1 -1.8 -0.6 -0.5730
N -1.388 -0.565 -0.986 -0.2 0.9 0.0 -0.0457
H -1.768 -4.849 -2.851 0.0 0.3 0.1 0.3737
H -0.809 -3.365 -1.031 -0.2 -0.1 -0.2 0.4150
H -3.784 -1.414 -4.581 0.1 -0.4 0.1 0.3688
H -3.234 -3.908 -4.594 0.1 0.3 0.2 0.3830
H -3.240 0.940 -3.102 0.3 -0.2 0.3 0.2267
H -1.887 1.548 -1.042 0.1 -0.3 0.0 0.4190
```
Positions in Å, forces in eV/Å.

=====

# 6
Molecular formula: C21H19N3O5S
Method: DFT, ωB97M-V/def2-TZVPD

## Properties
- charge = 0
- highest occupied orbital energy (eV) = -8.33
- SMILES = CC(C)[C@H](NC(=O)c1ccco1)C(=O)OCc1cc(=O)n2c(n1)sc1ccccc12
- gap between HOMO and LUMO (eV) = 8.61
- LUMO (eV) = 0.279
- electronic energy (Eh) = -1750.36173

Geometry as XYZ:
```
49
Properties=species:S:1:pos:R:3:forces:R:3:mulliken_charge:R:1
C -3.802 2.056 3.286 -0.1 0.2 -0.2 -1.5705
C -4.265 1.517 1.933 0.2 -0.1 0.0 0.5440
C -5.134 0.275 2.117 0.1 0.2 -0.1 -1.5216
C -3.092 1.191 0.997 0.0 0.1 -0.3 -0.0803
N -2.120 0.309 1.612 -0.3 0.1 0.3 0.0045
C -1.319 -0.502 0.874 -0.1 0.0 0.2 -0.1610
O -1.480 -0.730 -0.312 0.0 -0.1 0.0 -0.7123
C -0.239 -1.131 1.648 0.6 -0.9 -0.7 0.7226
C 0.587 -2.174 1.313 -0.7 0.6 0.1 -0.3648
C 1.472 -2.338 2.398 -0.1 0.3 0.5 -0.5191
C 1.128 -1.383 3.307 0.6 -0.7 -0.1 -0.6590
O 0.093 -0.657 2.872 -0.4 0.4 0.0 -0.4117
C -2.273 2.407 0.556 -0.2 -0.1 0.4 0.3029
O -1.655 3.117 1.308 0.0 0.1 -0.1 -0.6166
O -2.226 2.487 -0.769 -0.3 0.0 -0.5 -0.3879
C -1.093 3.157 -1.337 0.4 0.3 0.2 -0.7605
C 0.023 2.146 -1.272 0.2 0.0 0.4 0.7837
C 0.813 2.010 -0.169 -0.1 0.2 -0.1 -0.8767
C 1.704 0.896 -0.018 0.0 0.1 0.0 0.5143
O 2.421 0.672 0.936 0.2 0.0 0.1 -0.6621
N 1.665 0.008 -1.125 -0.3 0.4 0.0 0.3242
C 0.837 0.256 -2.181 -0.2 0.3 -0.1 0.4243
N 0.058 1.277 -2.304 -0.2 -0.3 -0.6 -0.5470
S 0.917 -0.976 -3.400 0.2 -0.2 0.1 -0.3128
C 2.099 -1.846 -2.445 -0.1 0.3 0.1 0.5956
C 2.714 -3.046 -2.757 -0.1 0.1 0.0 -0.4560
C 3.634 -3.565 -1.865 0.0 -0.1 0.0 -0.5225
C 3.937 -2.891 -0.689 0.0 0.0 -0.1 -0.8000
C 3.326 -1.693 -0.370 0.0 0.2 0.1 -0.3541
C 2.392 -1.170 -1.254 0.4 -0.7 -0.2 -0.2150
H -3.373 1.263 3.894 0.0 -0.1 0.1 0.3237
H -3.064 2.843 3.155 0.0 0.1 0.1 0.3534
H -4.651 2.467 3.827 -0.1 0.0 0.1 0.4603
H -4.856 2.293 1.433 0.0 0.0 0.0 0.3804
H -4.547 -0.535 2.543 0.0 -0.1 0.1 0.2896
H -5.538 -0.058 1.164 -0.1 -0.1 -0.1 0.3916
H -5.963 0.492 2.786 -0.1 0.0 0.1 0.4447
H -3.453 0.691 0.092 0.0 0.1 0.2 0.5082
H -1.787 0.587 2.524 0.1 -0.1 -0.1 0.3843
H 0.545 -2.747 0.409 -0.1 -0.1 -0.2 0.6938
H 2.258 -3.059 2.484 0.2 -0.1 0.1 0.5182
H 1.535 -1.129 4.266 0.0 0.1 0.1 0.5076
H -1.360 3.379 -2.369 0.1 0.0 0.1 0.3699
H -0.863 4.061 -0.768 -0.1 -0.1 -0.1 0.3889
H 0.767 2.706 0.653 0.0 0.0 0.0 0.4533
H 2.473 -3.554 -3.677 0.0 -0.1 -0.1 0.4131
H 4.122 -4.501 -2.090 0.0 -0.1 0.0 0.4040
H 4.664 -3.308 -0.008 0.1 0.0 0.1 0.4279
H 3.555 -1.165 0.540 0.0 0.0 0.0 0.5829
```
Positions in Å, forces in eV/Å.